No. 1
This record from the OMol25 dataset describes a 11-piece molecular cluster, C22H70NO11P overall. The level of theory is ωB97M-V/def2-TZVPD.

Last column: Mulliken charge in e.
Element x y z (Å)
C (-0.37084, -0.47353, 5.41041)  -0.61
O (-0.02658, -0.82905, 4.08609)  -0.31
C (-0.97212, -0.45334, 3.11225)  -0.65
P (-0.13226, -0.61876, 1.43604)  0.96
N (0.59986, -0.79197, -0.19286)  -0.78
H (-0.04475, -1.26767, 6.08381)  0.29
H (-1.44908, -0.32794, 5.52580)  0.32
H (0.11781, 0.46581, 5.69198)  0.08
H (-1.26156, 0.60487, 3.22849)  0.37
H (-1.88277, -1.07006, 3.17269)  0.41
H (-1.37461, -0.40987, 0.79581)  -0.27
H (0.31553, -1.90964, 1.78758)  -0.15
H (0.66341, 0.51045, 1.75473)  -0.10
H (1.52095, -0.35927, -0.21452)  0.28
H (0.01673, -0.24047, -0.82103)  0.23
C (-2.96474, 2.04566, -3.07193)  -1.16
C (-1.80596, 1.62004, -2.19663)  -0.01
O (-1.67580, 0.20217, -2.12773)  -0.52
H (-3.91171, 1.65085, -2.70145)  0.33
H (-3.03526, 3.13366, -3.11956)  0.36
H (-2.80898, 1.67073, -4.08531)  0.24
H (-1.94413, 1.95874, -1.16867)  0.45
H (-0.87690, 2.05604, -2.57715)  0.02
H (-1.52840, -0.11808, -3.02435)  0.26
C (1.88399, 2.13672, -4.70892)  -0.84
C (0.96798, 1.10772, -5.34328)  -0.27
O (-0.40684, 1.49251, -5.27805)  -0.46
H (1.60929, 2.30782, -3.66715)  0.26
H (2.92279, 1.80576, -4.74442)  0.25
H (1.81757, 3.09222, -5.23611)  0.24
H (1.02821, 0.16280, -4.80332)  0.34
H (1.25186, 0.92506, -6.38207)  0.18
H (-0.51135, 2.30859, -5.77531)  0.28
C (3.11386, 1.66769, 7.12090)  -0.83
C (2.85005, 2.90631, 6.28660)  -0.22
O (2.98477, 2.65965, 4.89164)  -0.51
H (4.11152, 1.27617, 6.92020)  0.28
H (3.03019, 1.88314, 8.18693)  0.32
H (2.39307, 0.88434, 6.87332)  0.18
H (3.57689, 3.68554, 6.51449)  0.32
H (1.85375, 3.30617, 6.50562)  0.21
H (2.34810, 1.98211, 4.64306)  0.28
C (-4.40541, 2.07387, 7.14024)  -1.03
C (-3.09154, 2.82937, 7.08600)  -0.26
O (-2.22144, 2.33525, 6.07295)  -0.43
H (-4.22560, 1.01137, 7.30667)  0.25
H (-5.03830, 2.45085, 7.94467)  0.36
H (-4.95328, 2.18093, 6.20118)  0.31
H (-2.54284, 2.71097, 8.01991)  0.28
H (-3.27256, 3.89980, 6.94146)  0.27
H (-2.66469, 2.43468, 5.22462)  0.24
C (-5.43298, -1.63845, 0.23835)  -1.14
C (-4.34615, -0.71491, 0.75066)  0.34
O (-4.68727, -0.11814, 2.00417)  -0.51
H (-6.37804, -1.10784, 0.13705)  0.24
H (-5.15263, -2.06075, -0.72823)  0.36
H (-5.59695, -2.46506, 0.93426)  0.33
H (-4.18423, 0.11525, 0.06361)  0.08
H (-3.39946, -1.25477, 0.84955)  -0.01
H (-4.83178, -0.82884, 2.63545)  0.28
C (-10.99863, -1.11260, 1.43603)  -1.05
C (-9.57017, -0.60342, 1.42141)  -0.23
O (-8.72638, -1.36766, 0.56608)  -0.49
H (-11.02624, -2.15810, 1.74362)  0.28
H (-11.61243, -0.52970, 2.12393)  0.33
H (-11.44623, -1.04011, 0.44195)  0.33
H (-9.12386, -0.68523, 2.41183)  0.27
H (-9.54525, 0.45280, 1.13287)  0.27
H (-9.07955, -1.31435, -0.32694)  0.27
C (2.83266, -4.42660, 3.40790)  -0.95
C (3.87959, -3.49678, 2.82536)  -0.25
O (3.72521, -3.32662, 1.41869)  -0.43
H (2.88108, -5.40197, 2.92299)  0.29
H (2.98137, -4.56050, 4.48039)  0.34
H (1.83025, -4.01936, 3.25598)  0.21
H (4.88003, -3.90605, 2.96336)  0.29
H (3.84481, -2.52236, 3.32419)  0.28
H (2.85125, -2.95240, 1.26589)  0.23
C (-0.11546, 3.68654, -9.67084)  -1.08
C (0.93120, 3.11638, -8.73365)  -0.09
O (0.89187, 1.69516, -8.66817)  -0.49
H (-1.11241, 3.36615, -9.36777)  0.30
H (-0.08338, 4.77672, -9.67365)  0.33
H (0.05408, 3.34222, -10.69348)  0.32
H (0.75529, 3.45884, -7.71267)  0.17
H (1.93110, 3.45671, -9.02282)  0.28
H (1.06561, 1.35050, -9.54885)  0.28
C (6.79773, -4.06684, -0.85453)  -0.74
C (6.02211, -3.70586, -2.10541)  0.02
O (4.92173, -4.58511, -2.32345)  -0.56
H (7.17441, -5.08847, -0.91999)  0.28
H (7.64181, -3.39164, -0.70539)  0.31
H (6.14401, -4.00443, 0.01926)  0.04
H (6.65190, -3.77790, -2.98898)  0.22
H (5.66418, -2.67155, -2.03971)  0.11
H (4.34457, -4.52374, -1.55527)  0.30
C (6.60876, 0.03381, -4.46706)  -0.93
C (7.85432, -0.45920, -3.75531)  -0.34
O (8.12671, -1.82955, -4.02273)  -0.48
H (5.74687, -0.57130, -4.18443)  0.24
H (6.40357, 1.07555, -4.21589)  0.33
H (6.72925, -0.03436, -5.55099)  0.33
H (7.72464, -0.39821, -2.67498)  0.27
H (8.71795, 0.16025, -4.02099)  0.32
H (8.26172, -1.93300, -4.96900)  0.28

Calculated values
Frontier orbital gap   9.0739 eV
Structure (SMILES)   COC[PH3]N.CCO.CCO.CCO.CCO.CCO.CCO.CCO.CCO.CCO.CCO
LUMO   0.60 eV

***

No. 2
This record from the OMol25 dataset describes C22H71N5O13Pd as an isolated structure in a non-equilibrium geometry. The level of theory is ωB97M-V/def2-TZVPD.

Last column: Mulliken charge in e.
Element x y z (Å)
Pd (1.25936, 4.16652, -4.15861)  0.05
O (0.55789, 1.52328, -0.92995)  -0.29
C (1.64266, 1.08481, -0.08825)  -0.31
C (2.72306, 2.16911, 0.38585)  -0.26
O (3.14390, 3.19604, -0.53742)  -0.30
H (2.19252, 0.29125, -0.59424)  0.28
H (1.29561, 0.54056, 0.79006)  0.30
H (3.51818, 1.69499, 0.96127)  0.33
H (2.11243, 2.60472, 1.17672)  0.22
C (11.44180, 4.46098, -1.28160)  -1.58
C (11.52638, 3.51339, -2.44089)  0.57
C (12.03225, 2.09102, -2.12444)  -0.68
O (12.11526, 1.18724, -3.16845)  -0.32
C (12.80507, -0.03702, -2.83027)  -0.74
N (10.20649, 3.54282, -3.04523)  -0.73
H (12.38736, 4.82190, -0.87693)  0.40
H (10.99458, 3.99782, -0.40207)  0.36
H (10.85969, 5.36179, -1.47600)  0.40
H (12.21177, 3.99200, -3.14037)  0.25
H (11.52023, 1.73227, -1.23156)  0.32
H (13.05410, 2.36737, -1.86453)  0.31
H (12.80545, -0.71141, -3.68660)  0.28
H (12.33430, -0.60541, -2.02814)  0.31
H (13.85711, 0.04235, -2.55640)  0.31
H (9.57464, 3.31362, -2.29135)  0.27
H (10.05184, 2.72505, -3.61745)  0.28
C (0.15569, -5.20655, -6.22155)  -1.43
C (-0.76866, -5.15621, -7.41180)  0.46
C (-1.96679, -6.05233, -7.36153)  -0.79
O (-2.75751, -5.79633, -8.50089)  -0.31
C (-4.10198, -6.18449, -8.38923)  -0.71
N (-1.06230, -3.74068, -7.59502)  -0.74
H (0.61342, -6.18332, -6.37809)  0.39
H (-0.26220, -5.02477, -5.23139)  0.34
H (0.96141, -4.50749, -6.44565)  0.35
H (-0.22524, -5.44756, -8.31064)  0.30
H (-2.42419, -5.87410, -6.38833)  0.38
H (-1.59161, -7.06882, -7.24287)  0.33
H (-4.63345, -5.67782, -9.19479)  0.24
H (-4.44355, -5.86015, -7.40626)  0.33
H (-4.36898, -7.24129, -8.38718)  0.28
H (-1.69926, -3.84167, -8.37231)  0.33
H (-1.73653, -3.47539, -6.89135)  0.25
C (-9.76320, -1.64593, 1.62004)  -1.64
C (-8.43028, -1.74006, 0.89860)  0.70
C (-7.99153, -3.20721, 0.58933)  -0.72
O (-6.75181, -3.42428, -0.08865)  -0.32
C (-5.57807, -3.37607, 0.75475)  -0.72
N (-8.42400, -0.85571, -0.27465)  -0.78
H (-10.01932, -0.61108, 1.84717)  0.38
H (-9.78838, -2.14056, 2.59103)  0.39
H (-10.56925, -1.90026, 0.93179)  0.41
H (-7.73245, -1.26035, 1.58491)  0.23
H (-8.82955, -3.63141, 0.03627)  0.34
H (-8.07809, -3.74946, 1.53091)  0.36
H (-5.55452, -4.10505, 1.56477)  0.29
H (-5.49521, -2.35349, 1.12294)  0.29
H (-4.66841, -3.58290, 0.19098)  0.27
H (-7.47875, -0.60827, -0.53032)  0.25
H (-8.79605, 0.02416, 0.05323)  0.27
C (-3.46040, 5.00196, 6.03158)  -1.40
C (-4.32554, 4.54478, 4.84878)  0.45
C (-5.75001, 4.07712, 5.30350)  -0.72
O (-5.65752, 2.96570, 6.15528)  -0.32
C (-6.92330, 2.39561, 6.52816)  -0.72
N (-4.33944, 5.66441, 3.91383)  -0.72
H (-3.35359, 4.15173, 6.70523)  0.32
H (-3.88339, 5.84077, 6.58437)  0.33
H (-2.46893, 5.17148, 5.61163)  0.44
H (-3.77110, 3.71202, 4.41609)  0.25
H (-6.37740, 3.94245, 4.42240)  0.39
H (-6.23499, 4.93787, 5.76393)  0.31
H (-7.09734, 1.61118, 5.79162)  0.25
H (-7.75497, 3.08452, 6.38040)  0.34
H (-6.76794, 2.06208, 7.55418)  0.23
H (-3.38536, 5.98770, 3.84086)  0.29
H (-4.75924, 6.47542, 4.34528)  0.27
C (2.51082, -6.64417, 4.31727)  -1.33
C (2.61297, -5.44792, 5.24965)  0.51
C (1.37972, -4.52747, 5.18205)  -0.82
O (1.27252, -3.67831, 6.32902)  -0.33
C (0.30020, -2.74983, 6.08752)  -0.76
N (2.61688, -5.96501, 6.64004)  -0.76
H (3.52247, -7.03108, 4.19493)  0.36
H (2.21339, -6.24657, 3.34694)  0.33
H (1.78892, -7.43116, 4.53549)  0.36
H (3.46179, -4.79675, 5.04085)  0.33
H (0.54661, -5.23031, 5.18878)  0.34
H (1.46126, -4.05634, 4.20252)  0.37
H (-0.69416, -3.14632, 5.88222)  0.30
H (0.64998, -2.13669, 5.25697)  0.30
H (0.24598, -2.01824, 6.89370)  0.29
H (3.57943, -6.19361, 6.84336)  0.23
H (2.40481, -5.19031, 7.25238)  0.29
O (2.78555, 0.88475, -6.16487)  -0.64
H (2.16786, 0.17983, -6.35922)  0.32
H (3.64828, 0.48622, -6.27931)  0.31
O (-4.92105, 3.71940, -0.56015)  -0.65
H (-4.11437, 3.34046, -0.90927)  0.32
H (-4.63019, 4.28777, 0.15300)  0.32
O (6.01387, 9.04682, -0.31577)  -0.64
H (5.84796, 9.33692, -1.21273)  0.32
H (5.88546, 8.09865, -0.34258)  0.32
O (-0.71830, 7.31629, -2.52021)  -0.65
H (-1.05888, 8.14240, -2.86340)  0.32
H (-0.45803, 7.51883, -1.62162)  0.32
O (1.45366, 8.08793, 1.75119)  -0.63
H (1.83877, 8.49730, 2.52601)  0.32
H (2.13298, 7.49469, 1.43051)  0.32
O (-4.39701, -1.39470, -4.04724)  -0.63
H (-3.87303, -0.96021, -3.37427)  0.31
H (-5.13049, -1.78059, -3.56835)  0.33

Calculated values
Frontier orbital gap (alpha / beta)   6.8794 / 4.9736 eV
<S²>   2.01
LUMO (alpha / beta)   0.00 / -1.91 eV
Spin multiplicity   3

***

> Number 1 is which compound?

C22H70NO11P